*a*
C9H14 | the ωB97M-V functional and the def2-TZVPD basis

HOMO-LUMO gap: 10.0 eV
SMILES: Cc1ccccc1.CC

The geometry in ORCA input format:
```
! RIJCOSX wB97M-V def2-TZVPD def2/J DEFGRID3
* xyz 0 1
C -0.617 -2.585 -2.408
C -0.926 -2.106 -1.015
C 0.056 -1.794 -0.087
C -0.274 -1.274 1.159
C -1.606 -1.070 1.490
C -2.607 -1.404 0.586
C -2.258 -1.899 -0.661
H -0.868 -1.803 -3.121
H -1.258 -3.434 -2.654
H 0.421 -2.830 -2.606
H 1.088 -1.997 -0.331
H 0.456 -1.104 1.941
H -1.841 -0.688 2.474
H -3.642 -1.322 0.905
H -3.049 -2.122 -1.366
C 1.525 3.818 0.384
C 2.690 3.056 1.031
H 1.145 4.593 1.064
H 1.862 4.333 -0.513
H 0.697 3.141 0.172
H 3.663 3.438 0.703
H 2.680 2.014 0.733
H 2.663 3.038 2.121
*
```

Atom charges from the natural (NBO) analysis, given in e for atoms 1 to 2: C -0.63; C 0.00

*b*
C9H14 | the ωB97M-V functional and the def2-TZVPD basis

HOMO-LUMO gap: 10.0 eV
SMILES: Cc1ccccc1.CC

The geometry in ORCA input format:
```
! RIJCOSX wB97M-V def2-TZVPD def2/J DEFGRID3
* xyz 0 1
C 0.210 -0.382 -2.032
C 0.534 -1.200 -0.810
C 1.256 -2.382 -0.962
C 1.418 -3.279 0.089
C 0.822 -2.984 1.304
C 0.039 -1.847 1.448
C -0.052 -0.918 0.423
H 0.149 0.683 -1.830
H -0.747 -0.702 -2.442
H 0.925 -0.550 -2.839
H 1.661 -2.651 -1.928
H 1.960 -4.187 -0.135
H 0.859 -3.683 2.133
H -0.475 -1.749 2.394
H -0.604 0.004 0.552
C -1.235 3.948 0.561
C -0.729 2.485 0.625
H -1.548 4.258 1.556
H -0.460 4.630 0.205
H -2.076 4.085 -0.119
H 0.358 2.445 0.599
H -1.207 2.016 1.479
H -1.059 1.960 -0.269
*
```

Atom charges from the natural (NBO) analysis, given in e for atoms 1 to 2: C -0.63; C -0.01

*c*
C9H14 | the ωB97M-V functional and the def2-TZVPD basis

HOMO-LUMO gap: 10.0 eV
SMILES: Cc1ccccc1.CC

The geometry in ORCA input format:
```
! RIJCOSX wB97M-V def2-TZVPD def2/J DEFGRID3
* xyz 0 1
C -1.940 1.900 -0.236
C -0.459 1.809 -0.014
C 0.149 0.541 -0.039
C 1.488 0.440 0.292
C 2.271 1.566 0.543
C 1.730 2.789 0.217
C 0.344 2.928 0.023
H -2.524 1.211 0.371
H -2.269 1.603 -1.237
H -2.301 2.913 -0.098
H -0.325 -0.391 -0.288
H 1.926 -0.539 0.410
H 3.309 1.513 0.829
H 2.294 3.705 0.156
H -0.031 3.936 0.100
C 0.275 -3.340 0.043
C -1.215 -3.105 -0.279
H 0.904 -2.505 -0.253
H 0.410 -3.609 1.088
H 0.700 -4.187 -0.509
H -1.361 -2.062 -0.529
H -1.858 -3.405 0.546
H -1.516 -3.712 -1.137
*
```

Atom charges from the natural (NBO) analysis, given in e for atoms 1 to 2: C -0.63; C 0.00

The least stable of them is *c*.

*a*
C9H14 | the ωB97M-V functional and the def2-TZVPD basis

HOMO-LUMO gap: 10.0 eV
SMILES: Cc1ccccc1.CC

The geometry in ORCA input format:
```
! RIJCOSX wB97M-V def2-TZVPD def2/J DEFGRID3
* xyz 0 1
C -1.923 1.473 0.246
C -1.578 0.118 -0.260
C -1.128 -1.000 0.467
C -0.622 -2.177 -0.115
C -0.875 -2.294 -1.460
C -1.248 -1.204 -2.234
C -1.577 -0.004 -1.640
H -2.755 1.768 -0.411
H -1.086 2.082 -0.042
H -2.332 1.639 1.235
H -0.972 -0.765 1.531
H -0.058 -2.845 0.511
H -0.620 -3.246 -1.929
H -1.277 -1.397 -3.295
H -1.543 0.822 -2.326
C 2.318 1.001 2.014
C 2.616 0.822 0.549
H 2.990 1.836 2.503
H 1.267 1.181 2.143
H 2.532 -0.002 2.383
H 2.261 -0.143 0.120
H 3.607 0.890 0.131
H 2.005 1.446 -0.119
*
```

Atom charges from the natural (NBO) analysis, given in e for atoms 1 to 2: C -0.64; C -0.02

*b*
C9H14 | the ωB97M-V functional and the def2-TZVPD basis

HOMO-LUMO gap: 10.1 eV
SMILES: Cc1ccccc1.CC

The geometry in ORCA input format:
```
! RIJCOSX wB97M-V def2-TZVPD def2/J DEFGRID3
* xyz 0 1
C 1.752 -1.319 -0.809
C 1.225 -0.462 0.325
C 1.576 0.811 0.705
C 1.120 1.375 1.914
C 0.095 0.776 2.607
C -0.473 -0.404 2.093
C 0.098 -0.987 0.987
H 1.007 -2.002 -1.192
H 2.532 -1.946 -0.378
H 2.172 -0.681 -1.582
H 2.270 1.438 0.157
H 1.606 2.250 2.273
H -0.223 1.124 3.584
H -1.406 -0.753 2.512
H -0.297 -1.938 0.668
C -0.911 0.388 -2.203
C -2.237 0.231 -1.328
H -0.558 1.386 -1.976
H -0.316 -0.430 -1.824
H -1.291 0.324 -3.215
H -2.439 1.274 -1.102
H -2.158 -0.330 -0.401
H -3.145 -0.127 -1.814
*
```

Atom charges from the natural (NBO) analysis, given in e for atoms 1 to 2: C -0.63; C -0.01

*c*
C9H14 | the ωB97M-V functional and the def2-TZVPD basis

HOMO-LUMO gap: 10.0 eV
SMILES: Cc1ccccc1.CC

The geometry in ORCA input format:
```
! RIJCOSX wB97M-V def2-TZVPD def2/J DEFGRID3
* xyz 0 1
C -0.719 -0.257 2.403
C -1.177 0.573 1.230
C -1.197 1.948 1.289
C -1.213 2.813 0.172
C -0.978 2.251 -1.051
C -1.098 0.858 -1.164
C -1.278 0.033 -0.081
H -1.494 -0.176 3.203
H 0.221 0.184 2.751
H -0.562 -1.317 2.336
H -1.237 2.520 2.226
H -1.259 3.870 0.434
H -0.823 2.754 -2.004
H -1.019 0.328 -2.108
H -1.436 -1.045 -0.059
C 1.771 -2.137 -0.468
C 2.156 -1.741 -1.891
H 1.145 -1.367 0.029
H 0.945 -2.860 -0.441
H 2.605 -2.378 0.163
H 1.864 -2.535 -2.608
H 3.182 -1.431 -2.060
H 1.600 -0.888 -2.303
*
```

Atom charges from the natural (NBO) analysis, given in e for atoms 1 to 2: C -0.64; C -0.01

*d*
C9H14 | the ωB97M-V functional and the def2-TZVPD basis

HOMO-LUMO gap: 9.7 eV
SMILES: Cc1ccccc1.CC

The geometry in ORCA input format:
```
! RIJCOSX wB97M-V def2-TZVPD def2/J DEFGRID3
* xyz 0 1
C 0.944 1.632 0.342
C 1.090 0.252 0.839
C 1.960 -0.606 0.231
C 2.547 -1.600 1.057
C 1.981 -1.891 2.258
C 1.021 -1.044 2.883
C 0.438 -0.038 2.100
H 1.763 1.843 -0.453
H 0.727 2.417 1.042
H 0.041 1.931 -0.281
H 2.279 -0.384 -0.873
H 3.353 -2.166 0.626
H 2.507 -2.580 2.954
H 0.601 -1.270 3.868
H -0.343 0.606 2.532
C -2.327 0.576 -3.051
C -2.886 0.163 -1.660
H -2.330 -0.107 -3.852
H -3.122 1.268 -3.369
H -1.342 1.063 -2.992
H -2.287 0.587 -0.872
H -2.635 -0.941 -1.644
H -3.980 0.288 -1.686
*
```

Atom charges from the natural (NBO) analysis, given in e for atoms 1 to 2: C -0.65; C -0.03

The least stable of them is *d*.

*a*
C9H14 | the ωB97M-V functional and the def2-TZVPD basis

HOMO-LUMO gap: 10.1 eV
SMILES: Cc1ccccc1.CC

The geometry in ORCA input format:
```
! RIJCOSX wB97M-V def2-TZVPD def2/J DEFGRID3
* xyz 0 1
C 0.316 2.799 -2.656
C 0.087 1.541 -1.826
C 1.052 1.081 -0.943
C 0.849 -0.122 -0.222
C -0.222 -0.926 -0.597
C -1.088 -0.487 -1.571
C -0.981 0.746 -2.222
H 0.636 3.541 -1.877
H -0.586 3.054 -3.188
H 1.293 2.810 -3.150
H 1.917 1.578 -0.525
H 1.417 -0.296 0.680
H -0.414 -1.820 -0.010
H -1.882 -1.113 -1.970
H -1.771 1.012 -2.907
C 0.013 -2.426 2.919
C -0.154 -0.900 2.898
H -0.886 -2.941 2.540
H 0.716 -2.764 2.153
H 0.381 -2.742 3.906
H 0.123 -0.506 1.918
H 0.376 -0.545 3.775
H -1.194 -0.574 2.874
*
```

Atom charges from the natural (NBO) analysis, given in e for atoms 1 to 2: C -0.64; C 0.01

*b*
C9H14 | the ωB97M-V functional and the def2-TZVPD basis

HOMO-LUMO gap: 10.0 eV
SMILES: Cc1ccccc1.CC

The geometry in ORCA input format:
```
! RIJCOSX wB97M-V def2-TZVPD def2/J DEFGRID3
* xyz 0 1
C 3.926 0.309 0.718
C 2.664 0.457 -0.052
C 2.403 -0.398 -1.104
C 1.124 -0.452 -1.671
C 0.118 0.391 -1.215
C 0.423 1.330 -0.222
C 1.681 1.377 0.353
H 4.646 1.134 0.748
H 4.578 -0.519 0.425
H 3.642 0.061 1.747
H 3.142 -0.934 -1.689
H 0.760 -1.078 -2.478
H -0.838 0.331 -1.716
H -0.320 2.093 -0.022
H 1.817 2.130 1.118
C -4.314 -0.785 0.156
C -3.101 -0.826 1.134
H -3.923 -0.365 -0.774
H -4.816 -1.721 -0.057
H -5.003 -0.010 0.495
H -3.471 -0.690 2.151
H -2.687 -1.831 1.098
H -2.452 -0.005 0.856
*
```

Atom charges from the natural (NBO) analysis, given in e for atoms 1 to 2: C -0.64; C -0.01

The least stable of them is *a*.

*a*
C9H14 | the ωB97M-V functional and the def2-TZVPD basis

HOMO-LUMO gap: 9.9 eV
SMILES: Cc1ccccc1.CC

The geometry in ORCA input format:
```
! RIJCOSX wB97M-V def2-TZVPD def2/J DEFGRID3
* xyz 0 1
C 1.124 -0.113 -3.104
C 0.630 -0.682 -1.813
C -0.071 0.013 -0.790
C -0.596 -0.584 0.361
C -0.257 -1.934 0.582
C 0.523 -2.693 -0.333
C 0.839 -2.054 -1.528
H 0.360 0.369 -3.705
H 1.647 -0.815 -3.783
H 1.919 0.664 -2.955
H -0.426 1.072 -0.965
H -1.298 -0.033 0.975
H -0.477 -2.464 1.372
H 0.954 -3.631 -0.021
H 1.624 -2.555 -2.093
C -0.968 2.865 2.100
C -1.007 3.331 3.557
H -1.424 1.905 1.829
H -1.454 3.649 1.436
H 0.053 2.783 1.826
H -0.386 4.097 3.689
H -0.437 2.609 4.212
H -1.944 3.465 3.987
*
```

Atom charges from the natural (NBO) analysis, given in e for atoms 1 to 2: C -0.64; C -0.03

*b*
C9H14 | the ωB97M-V functional and the def2-TZVPD basis

HOMO-LUMO gap: 9.8 eV
SMILES: Cc1ccccc1.CC

The geometry in ORCA input format:
```
! RIJCOSX wB97M-V def2-TZVPD def2/J DEFGRID3
* xyz 0 1
C 1.570 0.086 -2.072
C 0.939 -0.710 -0.951
C 1.091 -0.238 0.343
C 0.453 -0.914 1.320
C -0.456 -2.033 1.105
C -0.428 -2.686 -0.171
C 0.261 -1.914 -1.171
H 1.286 1.134 -2.021
H 1.292 -0.328 -3.038
H 2.657 -0.040 -2.083
H 1.786 0.662 0.457
H 0.685 -0.904 2.309
H -1.002 -2.573 1.834
H -0.664 -3.720 -0.350
H 0.289 -2.411 -2.167
C -1.050 2.739 1.206
C -1.923 3.739 0.418
H -0.134 3.276 1.594
H -1.697 2.352 2.032
H -0.712 1.968 0.486
H -3.034 3.567 0.567
H -1.769 3.898 -0.652
H -1.730 4.698 0.866
*
```

Atom charges from the natural (NBO) analysis, given in e for atoms 1 to 2: C -0.63; C -0.02

The least stable of them is *b*.

*a*
C9H14 | the ωB97M-V functional and the def2-TZVPD basis

HOMO-LUMO gap: 9.9 eV
SMILES: Cc1ccccc1.CC

The geometry in ORCA input format:
```
! RIJCOSX wB97M-V def2-TZVPD def2/J DEFGRID3
* xyz 0 1
C 2.626 2.452 0.726
C 2.055 1.065 0.497
C 2.898 -0.077 0.709
C 2.374 -1.262 0.340
C 1.055 -1.533 -0.139
C 0.264 -0.463 -0.150
C 0.720 0.867 0.060
H 2.977 2.926 -0.288
H 3.498 2.200 1.334
H 1.939 3.157 0.948
H 3.859 -0.165 1.102
H 2.907 -2.138 0.639
H 0.817 -2.603 -0.250
H -0.830 -0.589 -0.435
H -0.004 1.623 0.070
C -3.274 0.073 -0.523
C -3.516 -1.406 -0.838
H -2.643 0.630 -1.213
H -4.294 0.640 -0.411
H -2.791 -0.020 0.453
H -4.584 -1.543 -0.805
H -3.036 -2.090 -0.048
H -3.017 -1.744 -1.776
*
```

Atom charges from the natural (NBO) analysis, given in e for atoms 1 to 2: C -0.63; C 0.03

*b*
C9H14 | the ωB97M-V functional and the def2-TZVPD basis

HOMO-LUMO gap: 10.1 eV
SMILES: Cc1ccccc1.CC

The geometry in ORCA input format:
```
! RIJCOSX wB97M-V def2-TZVPD def2/J DEFGRID3
* xyz 0 1
C -0.158 1.380 1.737
C 0.251 1.170 0.296
C 1.485 0.625 -0.054
C 1.761 0.145 -1.351
C 0.774 0.239 -2.332
C -0.355 0.979 -1.998
C -0.686 1.384 -0.711
H -0.934 0.695 2.044
H -0.598 2.384 1.814
H 0.676 1.320 2.432
H 2.245 0.543 0.729
H 2.752 -0.279 -1.362
H 0.880 -0.119 -3.364
H -0.975 1.195 -2.873
H -1.616 1.946 -0.578
C -0.567 -2.530 2.002
C -1.778 -2.289 1.107
H 0.142 -3.208 1.586
H -0.127 -1.525 1.895
H -0.797 -2.648 3.056
H -1.467 -1.818 0.177
H -2.279 -3.248 0.940
H -2.578 -1.617 1.551
*
```

Atom charges from the natural (NBO) analysis, given in e for atoms 1 to 2: C -0.63; C 0.00

*c*
C9H14 | the ωB97M-V functional and the def2-TZVPD basis

HOMO-LUMO gap: 9.6 eV
SMILES: Cc1ccccc1.CC

The geometry in ORCA input format:
```
! RIJCOSX wB97M-V def2-TZVPD def2/J DEFGRID3
* xyz 0 1
C 1.080 0.351 -2.596
C 0.334 -0.263 -1.464
C 1.024 -0.425 -0.275
C 0.423 -1.106 0.659
C -0.883 -1.771 0.562
C -1.529 -1.689 -0.627
C -0.941 -0.898 -1.623
H 2.238 0.666 -2.422
H 0.264 1.195 -2.896
H 1.010 -0.392 -3.514
H 2.070 -0.099 -0.171
H 0.912 -1.434 1.587
H -1.392 -2.379 1.322
H -2.558 -1.963 -0.736
H -1.384 -0.783 -2.622
C -0.669 2.178 2.345
C 0.835 2.320 2.264
H -1.049 2.540 3.403
H -1.020 2.506 1.412
H -0.991 0.999 2.514
H 1.300 2.208 3.295
H 1.381 3.232 1.814
H 1.182 1.523 1.534
*
```

Atom charges from the natural (NBO) analysis, given in e for atoms 1 to 2: C -0.65; C -0.01

*d*
C9H14 | the ωB97M-V functional and the def2-TZVPD basis

HOMO-LUMO gap: 10.1 eV
SMILES: Cc1ccccc1.CC

The geometry in ORCA input format:
```
! RIJCOSX wB97M-V def2-TZVPD def2/J DEFGRID3
* xyz 0 1
C -2.336 -1.004 -0.006
C -0.904 -1.210 -0.357
C -0.367 -0.467 -1.441
C 0.971 -0.649 -1.801
C 1.670 -1.656 -1.191
C 1.216 -2.309 -0.087
C -0.091 -2.142 0.316
H -2.849 -0.335 -0.700
H -2.544 -0.594 0.960
H -2.883 -1.956 -0.088
H -0.946 0.333 -1.894
H 1.456 -0.070 -2.579
H 2.714 -1.791 -1.510
H 1.922 -2.977 0.440
H -0.446 -2.655 1.167
C 0.609 2.773 0.437
C 0.212 2.168 1.820
H 1.373 2.056 0.026
H -0.171 2.618 -0.337
H 0.996 3.766 0.516
H 0.092 1.070 1.642
H -0.735 2.596 2.161
H 1.040 2.436 2.507
*
```

Atom charges from the natural (NBO) analysis, given in e for atoms 1 to 2: C -0.63; C -0.02

The least stable of them is *c*.

*a*
C9H14 | the ωB97M-V functional and the def2-TZVPD basis

HOMO-LUMO gap: 10.0 eV
SMILES: Cc1ccccc1.CC

The geometry in ORCA input format:
```
! RIJCOSX wB97M-V def2-TZVPD def2/J DEFGRID3
* xyz 0 1
C 1.069 2.195 -1.230
C -0.121 1.370 -0.772
C -0.153 -0.001 -1.137
C -1.386 -0.616 -1.222
C -2.493 -0.053 -0.546
C -2.383 1.182 0.042
C -1.206 1.948 -0.186
H 0.676 3.130 -1.649
H 1.480 1.818 -2.167
H 1.704 2.346 -0.364
H 0.760 -0.479 -1.458
H -1.393 -1.544 -1.773
H -3.462 -0.514 -0.691
H -3.163 1.607 0.658
H -1.200 2.979 0.145
C 0.908 -2.430 1.840
C 1.938 -1.423 1.339
H 0.988 -3.368 1.284
H 1.037 -2.731 2.879
H -0.072 -2.029 1.578
H 1.448 -0.812 0.568
H 2.760 -1.908 0.812
H 2.264 -0.666 2.048
*
```

Atom charges from the natural (NBO) analysis, given in e for atoms 1 to 2: C -0.65; C 0.00

*b*
C9H14 | the ωB97M-V functional and the def2-TZVPD basis

HOMO-LUMO gap: 10.2 eV
SMILES: Cc1ccccc1.CC

The geometry in ORCA input format:
```
! RIJCOSX wB97M-V def2-TZVPD def2/J DEFGRID3
* xyz 0 1
C 2.406 -1.017 1.509
C 1.454 -0.823 0.346
C 0.107 -0.610 0.638
C -0.876 -0.553 -0.338
C -0.456 -0.789 -1.668
C 0.853 -1.046 -1.978
C 1.813 -1.095 -0.946
H 2.202 -0.276 2.284
H 3.448 -0.834 1.244
H 2.267 -2.024 1.888
H -0.240 -0.644 1.665
H -1.920 -0.579 -0.068
H -1.241 -0.785 -2.417
H 1.109 -1.533 -2.911
H 2.817 -1.306 -1.293
C -2.393 2.640 0.048
C -2.150 2.145 1.516
H -3.191 2.000 -0.318
H -2.695 3.675 0.064
H -1.419 2.461 -0.386
H -3.025 1.904 2.126
H -1.379 2.762 1.970
H -1.695 1.150 1.622
*
```

Atom charges from the natural (NBO) analysis, given in e for atoms 1 to 2: C -0.63; C -0.02

*c*
C9H14 | the ωB97M-V functional and the def2-TZVPD basis

HOMO-LUMO gap: 9.9 eV
SMILES: Cc1ccccc1.CC

The geometry in ORCA input format:
```
! RIJCOSX wB97M-V def2-TZVPD def2/J DEFGRID3
* xyz 0 1
C -0.270 3.757 -0.489
C -0.617 2.352 -0.238
C 0.467 1.414 -0.038
C 0.093 0.124 -0.088
C -1.220 -0.318 -0.191
C -2.309 0.551 -0.474
C -1.897 1.894 -0.390
H 0.801 3.989 -0.360
H -0.540 4.356 0.386
H -0.378 4.373 -1.406
H 1.494 1.817 0.050
H 0.957 -0.509 0.089
H -1.448 -1.393 -0.281
H -3.283 0.090 -0.783
H -2.703 2.722 -0.516
C 1.640 -2.676 1.119
C 1.095 -3.614 0.117
H 0.831 -1.952 1.612
H 2.070 -3.200 1.948
H 2.375 -2.056 0.554
H 0.590 -3.100 -0.748
H 0.390 -4.386 0.574
H 1.863 -4.236 -0.448
*
```

Atom charges from the natural (NBO) analysis, given in e for atoms 1 to 2: C -0.66; C -0.04

*d*
C9H14 | the ωB97M-V functional and the def2-TZVPD basis

HOMO-LUMO gap: 10.0 eV
SMILES: Cc1ccccc1.CC

The geometry in ORCA input format:
```
! RIJCOSX wB97M-V def2-TZVPD def2/J DEFGRID3
* xyz 0 1
C 2.278 -1.886 0.193
C 0.748 -1.956 -0.025
C 0.247 -0.683 -0.416
C -1.059 -0.548 -0.946
C -1.880 -1.684 -1.317
C -1.331 -2.865 -0.828
C 0.005 -3.029 -0.321
H 2.818 -2.381 -0.737
H 2.515 -2.516 1.045
H 2.603 -0.938 0.498
H 0.746 0.346 -0.254
H -1.549 0.504 -1.042
H -2.851 -1.589 -1.955
H -1.948 -3.743 -0.843
H 0.330 -4.146 -0.242
C -0.859 3.192 1.279
C 0.409 3.547 0.510
H -0.779 2.494 2.133
H -1.147 4.192 1.653
H -1.551 2.724 0.660
H 0.785 4.512 0.802
H 0.162 3.584 -0.563
H 1.309 2.868 0.718
*
```

Atom charges from the natural (NBO) analysis, given in e for atoms 1 to 2: C -0.62; C -0.03

The least stable of them is *d*.